Molecular formula: C2HFN2OS
Method: DFT, ωB97M-V with the def2-TZVPD basis set

Cartesian coordinates (Å):
F -2.16 -0.01 0.53
C -0.94 -0.02 0.07
N -0.64 0.25 -1.14
N 0.71 0.04 -1.25
O 1.25 -0.15 0.04
C 0.23 -0.29 0.91
S 0.35 -0.67 2.47
H 1.19 0.85 -1.64

- energy above the lowest of the compared OMol25 structures with the same formula, charge and spin (kJ/mol) = 167.6
- calculated total energy (hartree) = -759.52653
- frontier orbital gap (eV) = 8.67
- SMILES string = Fc1n[nH]oc1=S

Here are the natural (NBO) charges for atoms 1 to 5, given in e:
1 F -0.261
2 C 0.492
3 N -0.233
4 N -0.123
5 O -0.302